Entry from the Open Molecules 2025 dataset: a 16-piece molecular cluster, C96H216N8O16 overall at a distorted geometry (the ωB97M-V functional and the def2-TZVPD basis).

ORCA input file:
```
! wB97M-V def2-TZVPD RIJCOSX def2/J DEFGRID3
* xyz 0 1
C -0.6913 5.2914 -0.1993
C -0.3179 5.3010 1.2866
C -1.5536 5.4155 2.2149
O 0.3138 4.0636 1.4621
H 0.1480 5.2313 -0.8921
H -1.1141 6.2715 -0.4202
H -1.4442 4.5783 -0.5352
H 0.4240 6.0302 1.6120
H -1.2354 5.2471 3.2437
H -2.2570 4.5967 2.0640
H -2.0802 6.3658 2.1280
H -0.3357 3.3720 1.3158
C -5.7123 2.2424 -0.6000
C -5.2463 3.7448 -0.7324
C -6.0221 4.6797 0.2948
O -3.8733 3.8718 -0.5819
H -5.0930 1.6195 -1.2453
H -6.7411 2.1360 -0.9439
H -5.7057 1.9260 0.4431
H -5.4188 4.1786 -1.7174
H -7.0709 4.8523 0.0530
H -5.7005 5.7210 0.3152
H -6.0760 4.2985 1.3145
H -3.6607 4.6693 -1.0723
C -6.7668 -2.1168 0.1236
C -7.6503 -0.9461 0.0292
C -8.6214 -0.8859 -1.1845
O -8.3715 -0.9493 1.2752
H -6.3065 -2.2833 1.0975
H -5.9613 -2.0097 -0.6029
H -7.1672 -3.0531 -0.2651
H -7.0642 -0.0271 0.0324
H -8.1781 -1.1576 -2.1425
H -8.7863 0.1718 -1.3901
H -9.5727 -1.3813 -0.9903
H -8.7139 -1.8447 1.3260
C -6.9987 0.1963 4.9026
C -6.2154 1.4085 4.4479
C -5.4113 1.1575 3.1033
O -7.1798 2.4511 4.2627
H -6.2986 -0.5833 5.2029
H -7.6120 -0.2284 4.1079
H -7.6180 0.4940 5.7487
H -5.4627 1.7458 5.1605
H -5.2173 2.0158 2.4601
H -5.8998 0.5168 2.3691
H -4.4107 0.7812 3.3163
H -7.9418 2.1370 3.7705
C 5.0452 3.9905 2.6392
C 3.7430 3.2805 2.2447
C 2.7950 3.2011 3.4640
O 3.0890 3.9801 1.2358
H 5.7831 3.8773 1.8450
H 5.5838 3.5214 3.4626
H 4.7997 5.0245 2.8813
H 4.0853 2.3077 1.8916
H 2.1642 4.0842 3.5657
H 3.3894 3.1120 4.3733
H 2.0794 2.3789 3.4528
H 2.1352 4.0133 1.3403
C 6.7431 1.0937 1.0484
C 6.0895 0.3904 -0.1015
C 4.6602 0.7794 -0.5098
O 6.9393 0.5372 -1.2074
H 7.6977 0.6130 1.2621
H 6.0963 1.0293 1.9234
H 6.9661 2.1593 0.9941
H 6.1245 -0.6757 0.1225
H 3.9861 0.4521 0.2818
H 4.4084 0.3242 -1.4676
H 4.4738 1.8518 -0.5684
H 7.3292 1.4072 -1.0951
C -4.0378 -4.3639 -1.2200
C -2.8256 -5.0492 -1.7372
C -1.9692 -5.5771 -0.6518
O -3.2403 -6.1256 -2.5616
H -4.6037 -5.0496 -0.5894
H -4.7200 -3.9852 -1.9811
H -3.7424 -3.5458 -0.5630
H -2.2260 -4.4362 -2.4102
H -1.8087 -4.8097 0.1054
H -1.0294 -6.0152 -0.9880
H -2.3972 -6.4547 -0.1673
H -2.4863 -6.4991 -3.0237
C -1.5044 -3.7348 -5.3600
C -1.4994 -4.5797 -6.6503
C -0.1475 -4.5352 -7.3350
O -1.7762 -5.9192 -6.2652
H -0.9254 -4.1445 -4.5324
H -2.5126 -3.5296 -5.0000
H -1.1596 -2.7380 -5.6349
H -2.3338 -4.1975 -7.2384
H 0.0215 -3.6058 -7.8788
H -0.0241 -5.3755 -8.0182
H 0.5839 -4.6376 -6.5334
H -2.6898 -6.0898 -6.0248
C 6.4586 -6.3786 -0.6375
C 5.2918 -6.3974 -1.6755
C 3.9482 -6.8074 -0.9389
C 3.2171 -5.6575 -0.2766
C 2.9565 -4.4236 -1.2264
C 4.3064 -3.9448 -1.7633
N 5.0059 -5.0826 -2.4077
O 6.1888 -4.6106 -2.9405
C 4.0518 -2.9603 -2.9308
C 5.0716 -3.1801 -0.6581
C 5.6078 -7.4984 -2.7477
H 6.2425 -5.6930 0.1819
H 7.4324 -6.1364 -1.0631
H 6.6745 -7.3195 -0.1314
H 3.2610 -7.3221 -1.6104
H 4.3654 -7.4420 -0.1569
H 3.7753 -5.2451 0.5639
H 2.2801 -5.9398 0.2034
H 2.4483 -3.6270 -0.6830
H 2.2858 -4.7979 -1.9997
H 3.7118 -3.4612 -3.8373
H 3.2919 -2.2144 -2.6978
H 4.9443 -2.3884 -3.1850
H 4.5864 -2.2384 -0.4011
H 5.2235 -3.7465 0.2607
H 6.0445 -2.8428 -1.0157
H 4.7275 -7.8340 -3.2960
H 5.8928 -8.3857 -2.1825
H 6.3531 -7.2135 -3.4903
H 6.0140 -4.8053 -3.8642
C 2.6964 4.9294 -1.9055
C 4.1186 5.0168 -2.5063
C 4.1460 6.1542 -3.6021
C 4.1712 7.5159 -2.9684
C 5.3956 7.6954 -2.0084
C 5.5304 6.5842 -0.9243
N 5.1283 5.2311 -1.4440
O 5.1799 4.2017 -0.5515
C 6.9800 6.5748 -0.4438
C 4.7264 6.9815 0.2977
C 4.4326 3.7876 -3.3096
H 1.9567 5.1851 -2.6641
H 2.5028 5.7188 -1.1793
H 2.4759 3.9389 -1.5076
H 5.0090 6.1803 -4.2674
H 3.2349 6.0954 -4.1976
H 3.3248 7.6769 -2.3008
H 4.1164 8.3435 -3.6757
H 5.1195 8.6633 -1.5897
H 6.2873 7.8616 -2.6127
H 7.0376 6.0233 0.4947
H 7.6507 6.1559 -1.1940
H 7.2436 7.6115 -0.2342
H 3.7008 7.2316 0.0264
H 4.7282 6.2976 1.1465
H 5.1776 7.8994 0.6744
H 3.5758 3.6408 -3.9673
H 4.4126 2.8869 -2.6961
H 5.3785 3.8050 -3.8510
H 4.4292 4.3004 0.0386
C 1.5994 -0.8562 3.6765
C 2.7991 -1.7478 3.6069
C 4.0584 -0.8183 3.3789
C 4.4756 -0.0609 4.6061
C 4.7215 -1.1221 5.7470
C 3.5328 -2.0510 6.0699
N 3.1075 -2.6220 4.7905
O 2.1757 -3.6115 4.9981
C 4.1333 -3.1927 6.9663
C 2.4485 -1.2698 6.7709
C 2.7630 -2.6867 2.3247
H 0.6439 -1.3768 3.7409
H 1.6167 -0.1451 2.8506
H 1.6300 -0.1979 4.5448
H 4.9527 -1.3878 3.1259
H 3.8617 -0.1870 2.5124
H 3.6392 0.5918 4.8561
H 5.3864 0.5103 4.4268
H 5.0263 -0.7427 6.7223
H 5.5702 -1.7868 5.5857
H 4.6969 -2.9327 7.8623
H 3.3368 -3.7660 7.4406
H 4.5983 -3.9571 6.3438
H 2.6717 -1.3239 7.8364
H 2.3916 -0.2148 6.5027
H 1.4734 -1.7561 6.7429
H 2.0569 -3.5085 2.4439
H 3.7359 -3.1367 2.1269
H 2.5459 -2.1334 1.4110
H 2.6961 -4.4170 4.9543
C -0.5929 2.1328 4.8859
C -1.2506 2.6337 6.1925
C -2.6715 2.9863 5.7567
C -3.6164 3.2563 6.9636
C -3.7152 2.0030 7.8610
C -2.3280 1.5141 8.2706
N -1.3728 1.5103 7.1460
O -0.0924 1.0552 7.4532
C -1.8626 2.3084 9.4641
C -2.4412 0.0844 8.7013
C -0.5367 3.9190 6.7435
H -0.6954 2.7317 3.9810
H -0.9050 1.0962 4.7588
H 0.4923 2.0831 4.9750
H -2.5905 3.9875 5.3334
H -3.0908 2.2832 5.0371
H -4.5543 3.3201 6.4119
H -3.4304 4.2188 7.4402
H -4.3339 1.2835 7.3246
H -4.2095 2.4634 8.7164
H -2.4011 2.1465 10.3979
H -0.8228 2.0913 9.7085
H -1.8415 3.3947 9.3771
H -3.2321 -0.0558 9.4382
H -2.6214 -0.5776 7.8543
H -1.5322 -0.3104 9.1551
H -0.3315 4.6661 5.9768
H 0.4374 3.6823 7.1715
H -1.0545 4.4106 7.5671
H -0.1395 0.1720 7.0799
C -2.1582 -5.8920 4.8175
C -1.9024 -4.7180 3.8109
C -3.1058 -4.7055 2.7826
C -4.3961 -3.9601 3.1797
C -4.0077 -2.5098 3.5402
C -2.8980 -2.5421 4.6699
N -1.7178 -3.3934 4.3869
O -0.7330 -3.3395 5.3272
C -2.5614 -1.0512 5.0041
C -3.5873 -3.0021 5.9459
C -0.6320 -5.0371 3.0121
H -3.0658 -5.8089 5.4153
H -1.3346 -5.8715 5.5313
H -2.1383 -6.8915 4.3832
H -2.9168 -4.4701 1.7353
H -3.5439 -5.7009 2.7097
H -4.9404 -4.4664 3.9769
H -5.0169 -4.0522 2.2885
H -4.8277 -1.9081 3.9322
H -3.6451 -2.0229 2.6350
H -2.1237 -0.5611 4.1345
H -3.3828 -0.3649 5.2102
H -1.8353 -0.9576 5.8117
H -2.9169 -3.2294 6.7747
H -4.2864 -2.3525 6.4726
H -4.0375 -3.9848 5.8062
H -0.8503 -5.9287 2.4244
H 0.2184 -5.2183 3.6695
H -0.4386 -4.2794 2.2527
H 0.0324 -3.0493 4.8256
C 1.3491 -0.8335 -6.1792
C 1.8152 0.6051 -5.9716
C 2.7879 0.7930 -4.7722
C 4.2454 0.3970 -5.0002
C 4.8284 1.0762 -6.2737
C 3.9052 0.7905 -7.4883
N 2.5009 1.0997 -7.1491
O 1.6950 1.1746 -8.2448
C 4.3636 1.7063 -8.5750
C 4.1452 -0.6664 -7.9569
C 0.5952 1.5599 -5.6713
H 0.9645 -1.3040 -5.2743
H 2.0953 -1.4683 -6.6570
H 0.5333 -0.8484 -6.9020
H 2.5847 1.7190 -4.2343
H 2.4536 0.1486 -3.9591
H 4.2072 -0.6903 -4.9347
H 4.8148 0.5562 -4.0845
H 5.8428 0.6814 -6.3300
H 4.8754 2.1290 -5.9951
H 4.1044 1.4635 -9.6056
H 4.0585 2.7266 -8.3427
H 5.4510 1.6601 -8.6345
H 4.2860 -1.4096 -7.1721
H 3.2493 -0.8735 -8.5423
H 4.9198 -0.7552 -8.7187
H 0.1161 1.1739 -4.7716
H -0.1647 1.5385 -6.4525
H 0.8551 2.6084 -5.5251
H 1.6838 2.1172 -8.4265
C -6.7299 0.2988 -4.3939
C -5.2991 0.7309 -4.7807
C -4.2168 -0.1875 -4.1162
C -2.7592 -0.0185 -4.6880
C -2.8775 -0.5056 -6.1761
C -3.8984 0.3358 -6.9708
N -5.2005 0.5420 -6.2890
O -6.1053 1.2530 -7.0397
C -3.1290 1.6070 -7.3449
C -4.1741 -0.3891 -8.3186
C -5.0304 2.1769 -4.3459
H -7.5456 0.8456 -4.8669
H -6.8404 0.2798 -3.3097
H -6.9274 -0.7491 -4.6197
H -4.1246 0.0064 -3.0475
H -4.5010 -1.2379 -4.0530
H -2.0394 -0.5822 -4.0945
H -2.4513 1.0235 -4.6006
H -3.2456 -1.5258 -6.2845
H -1.9043 -0.5321 -6.6662
H -2.8854 2.2294 -6.4839
H -2.2790 1.4905 -8.0173
H -3.8537 2.2581 -7.8337
H -4.8958 -1.1921 -8.1687
H -4.6584 0.3425 -8.9653
H -3.2803 -0.6940 -8.8629
H -6.0291 2.6105 -4.3982
H -4.3492 2.6590 -5.0471
H -4.5963 2.2891 -3.3524
H -6.7587 0.5619 -7.1703
C -3.2154 -0.5153 0.3927
C -1.6973 -0.6310 0.1975
C -1.4893 -1.7397 -0.8856
C -0.0357 -1.7988 -1.4084
C 0.3424 -0.3623 -1.9608
C 0.0957 0.7939 -0.9906
N -1.2538 0.6897 -0.3326
O -1.6316 1.8024 0.3859
C 1.2020 0.9231 0.0915
C 0.0180 2.1418 -1.7733
C -0.9535 -1.0028 1.5011
H -3.7692 0.0067 -0.3876
H -3.4230 -0.0443 1.3535
H -3.8337 -1.4090 0.4769
H -1.4122 -2.7114 -0.3979
H -2.2394 -1.6852 -1.6745
H 0.0384 -2.4903 -2.2477
H 0.6402 -2.1026 -0.6089
H -0.1361 -0.2215 -2.9300
H 1.4155 -0.3569 -2.1520
H 0.7893 1.3424 1.0090
H 1.4103 -0.1225 0.3183
H 2.0903 1.5071 -0.1495
H -0.0294 2.9996 -1.1024
H 0.9205 2.2589 -2.3731
H -0.7774 2.1686 -2.5181
H -0.8167 -0.1010 2.0978
H 0.0273 -1.4616 1.3756
H -1.4916 -1.7308 2.1082
H -2.4082 2.0943 -0.0972
*
```

Strongest force on any atom, eV Å⁻¹: 3.847
HOMO level, eV: -7.55
LUMO level, eV: 0.4
ΔE to the lowest compared entry with this formula, charge and spin, kcal/mol: 3.8